No. 1
Entry from OMol25: a 2-piece molecular cluster, C4H10O2 overall in a non-equilibrium geometry (ωB97M-V/def2-TZVPD).

ORCA input file:
```
! RIJCOSX wB97M-V def2-TZVPD def2/J DEFGRID3
* xyz 0 1
C -0.666 0.296 -1.033
C 0.010 -1.062 -1.071
C 1.437 -1.010 -1.615
C 2.323 -2.103 -1.096
O 2.042 -3.273 -1.176
H -1.490 0.312 -0.323
H -1.044 0.715 -1.957
H 0.000 1.039 -0.594
H -0.554 -1.733 -1.712
H -0.049 -1.514 -0.085
H 1.898 -0.054 -1.361
H 1.451 -1.074 -2.708
H 3.269 -1.836 -0.586
O -2.855 4.148 5.209
H -2.145 3.588 4.877
H -3.626 3.561 5.231
*
```

Summary:
SMILES string ... CCCC=O.O
Kohn-Sham gap ... 10.632 eV
E_HOMO ... -9.8 eV
Energy relative to the best compared isomer or geometry (same formula, charge and spin) ... 1.032 eV

Here are the natural (NBO) charges for atoms 1 to 2, given in e: -0.607, -0.395


No. 2
Entry from OMol25: a 2-piece molecular cluster, C4H10O2 overall in a non-equilibrium geometry (ωB97M-V/def2-TZVPD).

ORCA input file:
```
! RIJCOSX wB97M-V def2-TZVPD def2/J DEFGRID3
* xyz 1 2
O -0.582 1.384 0.494
C 0.419 1.696 1.080
C 1.448 0.701 1.500
C 1.533 -0.612 0.734
C 0.139 -1.303 0.702
H 0.585 2.769 1.293
H 2.361 1.278 1.234
H 1.620 0.588 2.575
H 1.825 -0.397 -0.293
H 2.219 -1.334 1.166
H 0.164 -2.384 0.608
H -0.574 -0.991 -0.073
H -0.388 -0.949 1.597
H -2.097 -1.442 -4.464
H -3.297 -1.136 -3.672
O -2.347 -1.361 -3.532
*
```

Summary:
Kohn-Sham gap (spin up / spin down) ... 7.983 / 4.247 eV
E_HOMO (spin up / spin down) ... -13.9 / -13.9 eV
⟨S²⟩ ... 0.7572
Energy relative to the best compared isomer or geometry (same formula, charge and spin) ... 2.395 eV

Here are the natural (NBO) charges for atoms 1 to 2, given in e: -0.035, 0.450


Q: Which value of energy relative to the best compared isomer or geometry (same formula, charge and spin) does entry 1 give?
A: 1.032 eV